{"formula": "C24H52N6O9", "method": "ωB97M-V/def2-TZVPD", "species": ["C", "N", "C", "C", "H", "O", "C", "H", "H", "H", "H", "H", "H", "H", "O", "H", "H", "H", "H", "H", "H", "C", "H", "C", "H", "N", "O", "H", "C", "C", "C", "C", "H", "H", "H", "O", "H", "H", "H", "H", "H", "H", "C", "C", "C", "C", "C", "H", "C", "H", "H", "N", "C", "H", "H", "H", "O", "H", "H", "C", "H", "C", "O", "O", "H", "H", "H", "N", "H", "H", "H", "N", "H", "C", "H", "N", "H", "H", "C", "H", "H", "O", "O", "C", "C", "H", "H", "H", "H", "H", "C"], "coordinates": [[-2.750, -6.146, 4.200], [-0.593, 0.586, 4.108], [0.038, -0.532, 3.704], [-1.368, -3.802, 5.462], [-6.971, -0.680, 3.513], [-2.402, -4.909, 2.175], [-0.848, 1.810, 3.354], [-8.070, 0.365, 2.611], [1.938, 3.305, -4.206], [-0.072, 0.408, -4.468], [7.102, 1.448, -5.814], [-3.216, -6.852, 3.520], [0.845, -3.391, -1.682], [5.782, -0.737, -4.169], [-4.105, 1.824, 2.777], [-1.397, -2.519, 1.107], [1.050, -1.518, 2.122], [-1.755, -4.627, 6.054], [5.611, -0.772, -5.938], [-3.432, -0.559, 3.026], [-3.482, -5.828, 4.943], [1.919, -2.019, -5.739], [-0.396, 2.659, 3.857], [1.695, 0.112, -3.224], [1.043, -0.636, -2.771], [-6.240, 1.242, 3.146], [3.435, 3.107, -5.632], [1.810, -1.067, -6.251], [2.456, -1.921, -4.323], [4.257, 2.313, -4.925], [0.114, -4.665, -0.145], [-4.921, 0.947, 3.011], [0.468, 1.815, -3.609], [-4.993, -1.126, 2.409], [0.955, -2.529, -5.699], [2.552, -2.931, -3.661], [2.328, 0.914, -5.811], [6.442, 1.561, -4.180], [-4.764, -0.881, 4.149], [-1.923, -6.637, 4.715], [-0.222, -0.415, 1.563], [2.592, -2.663, -6.311], [-4.508, -0.500, 3.159], [0.829, 0.961, -4.193], [0.859, 5.308, 2.475], [-0.052, 7.615, 1.994], [6.283, 1.129, -5.167], [1.925, 4.260, 0.977], [-7.337, 0.337, 3.419], [-0.707, -4.629, 0.566], [-0.003, -5.557, -0.762], [0.127, -3.475, -0.975], [1.520, 1.544, -5.436], [-0.931, 0.540, 5.057], [2.160, 6.015, 0.906], [-6.447, 2.223, 3.035], [0.159, -1.503, 4.451], [-2.398, -1.542, 0.012], [-0.426, 1.734, 2.358], [6.213, -0.392, -5.111], [-0.165, 6.438, 3.753], [0.577, -0.555, 2.292], [0.980, 4.397, 3.278], [-0.585, -1.482, -1.704], [-1.927, 1.946, 3.273], [-2.474, -3.316, -0.034], [-0.296, -3.706, 5.623], [2.818, -0.660, -3.765], [0.386, 7.485, 1.010], [-1.830, -2.880, 5.811], [0.389, 8.503, 2.451], [0.193, 6.444, 2.811], [-1.123, 7.785, 1.874], [-2.256, -4.969, 3.392], [2.066, 0.740, -2.413], [-1.638, -3.968, 4.051], [0.645, 5.299, 0.329], [-1.306, -3.223, 3.457], [1.432, 5.222, 1.080], [0.780, 1.580, -6.241], [1.052, -4.752, 0.408], [5.090, 1.681, -5.758], [4.234, 2.187, -3.725], [2.053, 2.974, -5.240], [-0.723, -2.423, -0.930], [-7.839, 0.609, 4.349], [1.522, 3.680, -5.877], [3.451, -0.126, -4.347], [7.220, -0.805, -5.191], [1.316, 0.234, 2.147], [-1.819, -2.458, 0.104]], "forces_ev_per_angstrom": [[0.0, 0.0, -0.1], [0.1, 0.0, -0.1], [0.0, 0.0, -0.1], [0.0, 0.1, 0.1], [0.0, 0.0, 0.0], [-0.1, -0.2, 0.0], [-0.2, -0.2, 0.3], [0.0, 0.0, 0.0], [0.1, -0.1, 0.0], [0.2, -0.1, -0.1], [-0.2, 0.0, -0.1], [0.0, 0.0, 0.0], [0.0, 0.0, 0.0], [-0.1, 0.0, -0.1], [-0.1, 0.0, 0.0], [-0.1, -0.1, 0.0], [0.0, 0.0, 0.0], [0.0, -0.1, -0.1], [0.1, 0.0, 0.0], [0.0, 0.0, 0.0], [0.0, 0.0, 0.0], [0.2, -0.1, -0.1], [0.1, 0.1, -0.1], [-0.1, -0.2, 0.2], [0.0, 0.3, 0.2], [0.0, 0.0, 0.0], [0.0, -0.6, -0.2], [0.0, 0.0, 0.1], [0.1, -0.3, 0.3], [0.0, 0.1, 0.3], [0.1, 0.1, -0.1], [0.1, -0.1, 0.0], [-0.1, -0.1, 0.0], [0.0, 0.0, 0.0], [0.0, 0.1, 0.0], [-0.3, 0.4, -0.1], [0.0, 0.0, 0.1], [-0.1, 0.0, 0.0], [0.0, 0.0, 0.0], [0.0, 0.0, 0.0], [0.0, 0.1, 0.0], [-0.1, 0.1, 0.0], [0.0, 0.0, 0.0], [0.2, 0.1, 0.1], [0.0, 0.0, 0.0], [0.0, 0.0, 0.1], [0.4, -0.3, -0.1], [0.0, 0.0, 0.0], [0.0, 0.1, 0.0], [0.0, 0.0, 0.0], [0.0, 0.0, 0.0], [0.0, 0.0, 0.0], [-0.4, 0.3, 0.0], [0.0, 0.0, 0.0], [0.0, 0.0, 0.0], [0.0, 0.0, 0.0], [-0.1, 0.0, -0.1], [0.0, 0.0, 0.0], [0.0, 0.0, 0.0], [0.0, 0.2, 0.2], [0.0, 0.0, 0.0], [0.0, 0.0, 0.0], [0.1, 0.1, 0.0], [-0.2, 0.1, 0.0], [0.1, 0.1, -0.1], [0.0, 0.0, 0.1], [0.0, 0.0, 0.1], [0.1, -0.1, -0.2], [0.0, 0.0, 0.0], [0.0, 0.0, 0.1], [0.0, 0.0, 0.0], [0.0, 0.0, 0.0], [0.0, 0.0, 0.0], [0.1, 0.1, 0.0], [0.1, 0.0, -0.1], [0.0, 0.0, -0.1], [0.0, 0.0, 0.0], [0.1, 0.0, 0.1], [0.0, 0.0, 0.0], [0.1, -0.1, 0.0], [0.0, 0.0, 0.0], [0.0, 0.5, 0.2], [0.0, 0.0, -0.4], [-0.1, 0.2, 0.2], [0.2, -0.1, 0.0], [0.0, 0.0, 0.0], [0.1, 0.0, 0.0], [-0.2, 0.0, -0.2], [-0.1, 0.0, 0.0], [0.0, 0.0, 0.0], [-0.1, 0.2, -0.1]], "homo_ha": -0.3237, "smiles": "CCOC(=O)OCCCCNC(C)=O.CNC(C)=O.CNC(C)=O.CNC(C)=O.CNC(C)=O.CNC(C)=O", "multiplicity": 1, "lumo_ha": 0.024}



{"formula": "C24H53N2O5PS", "method": "ωB97M-V/def2-TZVPD", "species": ["H", "H", "C", "H", "H", "H", "H", "H", "H", "N", "H", "H", "H", "C", "H", "H", "H", "O", "C", "O", "H", "H", "C", "H", "C", "H", "H", "H", "C", "H", "C", "H", "H", "O", "C", "C", "O", "H", "H", "C", "C", "H", "H", "C", "O", "C", "H", "C", "H", "C", "C", "H", "H", "H", "H", "C", "H", "H", "C", "H", "H", "H", "H", "H", "H", "H", "C", "H", "S", "H", "H", "H", "C", "H", "H", "C", "H", "H", "C", "C", "C", "H", "N", "H", "H", "P"], "coordinates": [[2.238, 2.823, 0.885], [-8.443, 1.215, 2.430], [-5.310, -0.238, 1.696], [1.358, -2.367, 1.753], [2.295, -5.211, -1.894], [-1.088, -2.486, 2.387], [1.577, -4.650, 0.423], [-0.997, -0.743, -1.578], [-0.440, -3.098, -2.608], [0.137, -2.752, -3.364], [0.552, 0.895, -1.431], [4.836, 2.067, -0.190], [-2.201, 1.847, -0.903], [4.313, 2.834, 0.380], [5.411, 2.838, 2.263], [-4.955, -1.034, -0.237], [-1.312, 2.546, -2.869], [-7.465, 0.379, 0.787], [2.201, -3.266, -1.997], [-0.650, -1.506, 0.565], [-4.937, -0.672, 2.619], [-2.481, 2.569, 1.096], [-3.118, -1.323, 0.852], [3.079, -3.069, -0.013], [6.090, -0.895, 1.473], [0.726, -3.936, 2.272], [-3.160, -1.484, 1.920], [4.780, 3.787, 0.151], [-1.135, 1.482, -2.730], [6.603, 1.015, 2.215], [-1.804, -0.680, 0.421], [0.260, 3.477, -0.846], [-9.162, 1.477, 0.843], [1.693, -4.561, -2.283], [0.365, 1.323, -2.409], [2.093, -2.942, -0.472], [-0.246, 1.602, 1.129], [0.783, 3.031, -3.595], [3.123, 4.024, -1.727], [5.808, 0.295, 2.387], [-8.643, 0.756, 1.460], [5.823, -0.037, 3.418], [-3.100, 1.060, -2.150], [-0.724, -2.666, 1.379], [-2.699, 1.783, 1.627], [-1.896, -0.371, -1.104], [0.338, -3.500, -4.013], [2.400, 3.935, -0.918], [-5.352, 0.832, 1.865], [1.373, -2.232, -2.802], [1.032, 3.696, -1.574], [-6.816, -1.604, 0.918], [4.085, 0.442, 1.132], [2.190, 2.364, -2.856], [-4.122, 0.484, 0.081], [-4.373, -0.483, 0.491], [2.402, 4.883, -0.386], [6.086, -0.545, 0.444], [-6.746, -0.651, 1.445], [3.764, 0.658, 2.850], [-2.686, -1.013, -1.476], [3.686, 2.866, 2.446], [-1.287, -3.463, 0.907], [0.757, 0.606, -3.128], [-7.199, -0.799, 2.426], [-1.390, 1.016, -3.674], [4.487, 2.447, 1.845], [0.469, 0.975, 0.915], [-1.196, 0.110, 3.429], [1.990, -1.813, -3.590], [2.624, 1.864, -0.559], [-3.249, -2.285, 0.373], [4.437, 0.921, 2.042], [-9.289, -0.110, 1.604], [0.781, 4.630, -2.067], [0.691, -3.184, 1.492], [5.312, -1.646, 1.565], [1.082, -1.403, -2.165], [-2.143, 1.052, -1.637], [2.831, 2.788, -0.021], [1.151, 2.614, -2.663], [3.239, -3.260, -2.320], [1.089, -3.792, 0.196], [7.054, -1.352, 1.673], [1.819, -1.906, -0.333], [-1.500, 0.716, 1.610]], "forces_ev_per_angstrom": [[-0.4, -0.2, 0.2], [0.1, 0.0, 0.1], [0.1, 0.4, -0.7], [0.1, 0.1, 0.3], [-0.2, 0.2, -0.2], [-0.3, 0.4, 0.0], [-0.3, -0.2, -0.1], [0.3, -0.1, 0.2], [0.0, -0.3, -0.1], [0.1, 0.6, -0.2], [0.0, 0.1, 0.4], [0.3, 0.1, -0.3], [0.1, -0.1, 0.4], [-0.2, -0.6, 0.3], [0.2, 0.0, 0.0], [0.0, 0.0, -0.4], [-0.1, 0.2, -0.2], [0.2, -0.1, -0.4], [-0.6, 0.3, 0.7], [-0.2, 0.2, 0.1], [0.1, -0.3, 0.0], [-0.2, -0.2, 0.1], [-0.7, 0.4, 0.1], [0.1, 0.0, 0.1], [0.0, 0.2, 0.1], [0.0, -0.1, 0.2], [0.3, -0.2, 0.3], [-0.1, 0.3, 0.0], [0.0, 0.5, 1.0], [0.1, 0.2, 0.3], [-0.3, 0.2, -0.7], [-0.2, -0.2, 0.2], [-0.1, 0.2, -0.2], [0.3, -0.4, -0.1], [0.0, 0.0, -1.2], [0.3, -0.9, -0.5], [-0.1, -0.4, -1.0], [-0.1, 0.0, -0.3], [0.2, 0.2, -0.1], [-0.3, -0.4, -0.8], [0.0, -0.2, -0.1], [0.2, 0.1, 0.3], [-0.4, 0.1, 0.2], [0.8, -0.4, 0.5], [0.4, 0.4, -0.8], [0.0, 0.4, 0.2], [-0.2, -0.2, 0.2], [-0.4, -0.2, -0.1], [0.0, 0.2, 0.3], [-0.3, -0.5, -0.2], [1.0, 0.3, -0.6], [-0.1, 0.0, -0.3], [-0.3, 0.0, -0.1], [0.3, 0.0, 0.2], [0.2, 0.1, -0.3], [-0.2, -0.3, 0.8], [0.1, 0.1, 0.2], [0.1, -0.1, -0.2], [-0.1, 0.2, 1.0], [-0.4, 0.0, 0.0], [-0.2, -0.2, -0.2], [-0.1, 0.4, 0.0], [-0.4, 0.0, -0.2], [0.1, -0.3, 0.1], [-0.2, -0.2, 0.1], [0.1, -0.3, -0.1], [-0.2, -0.3, 0.3], [0.1, 0.4, 0.1], [-0.2, -0.3, -0.4], [0.0, 0.0, -0.3], [-0.1, -0.2, 0.1], [0.4, -0.3, -0.2], [0.8, 0.1, 0.4], [-0.2, -0.1, 0.1], [-0.3, 0.2, 0.0], [-0.2, -0.3, -0.8], [-0.1, -0.2, 0.0], [0.2, 0.1, 0.2], [0.2, -0.2, -0.9], [0.3, 0.4, -0.2], [-0.6, -0.2, 0.4], [0.3, 0.4, 0.1], [0.7, 0.6, 0.5], [0.1, -0.1, 0.1], [-0.1, 0.3, 0.0], [0.3, -0.1, 2.1]], "homo_ha": -0.3142, "smiles": "CCCCCCCCCCCCC[C@@](CCCCOC)(OCCNC[C@@H](O)CN)P(O)(O)=S", "multiplicity": 1, "lumo_ha": 0.022}



{"formula": "C24H53NOP3S2", "method": "ωB97M-V/def2-TZVPD", "species": ["S", "H", "H", "H", "H", "C", "H", "H", "H", "H", "H", "C", "P", "C", "H", "H", "C", "H", "H", "C", "H", "H", "H", "C", "C", "H", "H", "S", "C", "H", "H", "C", "H", "H", "C", "C", "H", "C", "C", "H", "H", "H", "H", "C", "C", "H", "H", "C", "C", "P", "H", "N", "H", "C", "C", "H", "C", "H", "P", "C", "H", "H", "H", "H", "H", "H", "H", "H", "H", "H", "H", "C", "H", "O", "H", "H", "H", "C", "H", "H", "H", "H", "H", "C"], "coordinates": [[-2.868, 4.674, -2.114], [4.575, -2.169, -0.673], [6.490, -2.074, 0.977], [-1.651, -5.808, 0.255], [5.875, 0.293, 1.851], [1.493, 1.798, -1.170], [-4.994, -1.822, -1.451], [-4.421, 0.399, -0.566], [4.015, 0.080, -4.145], [-2.368, -0.967, -0.780], [4.814, 0.417, 0.466], [3.312, -0.143, 2.751], [-4.653, 2.716, 2.997], [5.290, -0.302, 1.143], [-3.740, 0.144, 2.214], [-3.491, -2.408, -2.120], [-3.229, -1.380, -0.249], [6.142, -2.627, -1.295], [3.566, -1.599, 1.205], [-4.121, -0.261, 0.245], [4.011, 1.669, -3.410], [-1.135, 2.791, 1.332], [1.683, 2.768, -0.700], [-3.187, -4.711, -0.826], [6.210, -1.228, 0.340], [0.441, 2.076, -3.056], [-5.098, 1.951, 0.839], [-5.957, 4.087, 2.746], [-1.001, 2.125, -0.676], [-2.568, -4.379, -1.665], [-5.028, -0.668, 0.696], [-1.772, 2.219, 0.648], [1.658, -0.200, -3.026], [-3.624, -5.663, -1.134], [2.257, 0.603, 1.905], [4.091, 0.029, -1.992], [6.240, -0.053, -2.043], [-4.046, -2.301, -1.186], [-2.024, 0.839, 1.284], [-4.465, -3.581, 0.492], [-2.220, 1.210, 3.794], [-4.987, 1.558, 3.732], [-2.840, -1.955, 0.598], [-2.300, -4.943, 0.396], [-4.136, 2.005, 1.362], [-5.095, 3.909, -0.520], [3.934, 0.575, 3.292], [-3.153, 2.940, 0.637], [2.085, 0.730, -3.426], [-1.272, 0.577, 2.955], [-2.905, -5.126, 1.288], [-3.520, 0.633, 1.342], [-3.424, 3.088, 3.573], [3.611, 0.654, -3.307], [-4.317, -3.688, -0.590], [7.142, -0.712, 0.090], [4.207, -1.057, 1.911], [0.019, 0.236, -1.050], [-3.848, 3.466, -1.003], [5.565, -1.772, -0.934], [-3.106, 3.896, 1.169], [2.013, 2.832, -2.989], [-5.260, -4.069, -0.985], [-4.205, 2.214, -1.546], [-0.193, 1.475, 2.931], [-1.665, 1.817, -1.491], [5.454, -1.280, -3.030], [-0.668, 3.129, -0.944], [0.440, 0.966, 0.484], [2.327, 1.157, -0.877], [4.205, 0.810, -1.234], [0.224, 1.199, -0.567], [1.253, 0.228, 2.115], [-1.023, -0.841, 3.249], [2.810, -0.743, 3.513], [2.258, 1.679, 2.093], [-1.575, 0.004, 0.748], [1.467, 1.929, -2.701], [1.796, 0.773, -4.479], [4.680, -1.814, 2.543], [3.304, -0.641, -1.620], [2.449, 0.463, 0.836], [-1.651, -4.087, 0.601], [5.401, -0.758, -2.070]], "forces_ev_per_angstrom": [[0.1, 0.0, 0.0], [0.1, -0.1, -0.1], [0.0, 0.1, 0.0], [0.0, 0.0, 0.0], [0.0, -0.1, 0.0], [0.0, -0.1, 0.0], [0.1, 0.0, 0.0], [0.1, 0.0, 0.0], [-0.1, 0.0, 0.0], [-0.1, 0.0, 0.0], [0.1, 0.0, 0.2], [-0.1, 0.0, 0.0], [0.0, 0.0, 0.0], [0.0, 0.1, 0.0], [0.0, 0.0, 0.0], [-0.1, 0.0, 0.0], [0.1, 0.0, 0.0], [0.1, 0.1, 0.0], [0.1, -0.1, 0.1], [-0.1, 0.0, 0.1], [0.1, -0.1, -0.1], [0.0, -0.1, 0.0], [-0.1, 0.0, 0.0], [0.0, 0.0, 0.1], [-0.1, 0.0, 0.1], [0.0, 0.0, 0.1], [0.0, -0.1, 0.1], [0.0, 0.0, 0.0], [0.0, 0.0, 0.0], [0.0, -0.1, 0.0], [0.0, 0.0, 0.0], [0.1, 0.2, 0.2], [0.0, 0.0, -0.1], [0.0, 0.0, 0.0], [0.4, -0.2, 0.1], [0.1, 0.0, 0.1], [0.0, -0.1, -0.1], [0.1, 0.0, 0.0], [0.1, 0.0, 0.2], [-0.1, 0.0, -0.1], [0.1, 0.1, 0.1], [0.0, 0.0, 0.0], [0.0, 0.0, 0.0], [0.1, 0.0, 0.0], [-0.3, 0.2, -0.2], [0.0, -0.1, 0.0], [0.0, 0.0, 0.0], [0.1, -0.1, -0.2], [-0.1, 0.0, 0.0], [-0.2, 0.2, 0.0], [0.0, 0.0, 0.0], [0.2, -0.3, 0.1], [0.0, -0.1, 0.0], [0.0, 0.1, 0.0], [0.1, 0.0, 0.1], [-0.1, 0.0, 0.0], [-0.1, 0.0, -0.1], [0.0, 0.0, 0.0], [-0.1, 0.0, 0.1], [0.0, -0.1, 0.0], [0.1, 0.0, 0.0], [0.0, -0.1, -0.1], [0.1, 0.0, -0.1], [0.0, 0.0, -0.1], [-0.1, 0.0, 0.1], [0.0, -0.1, 0.0], [-0.1, 0.0, 0.0], [-0.1, 0.0, 0.0], [-0.2, 0.1, -0.3], [-0.2, 0.3, -0.2], [-0.1, -0.1, -0.2], [0.0, 0.0, 0.0], [0.2, -0.2, 0.0], [0.0, -0.1, 0.0], [0.0, 0.0, 0.0], [0.0, 0.0, 0.0], [-0.1, 0.2, -0.2], [0.0, 0.0, 0.1], [0.1, 0.0, 0.0], [0.0, 0.1, 0.0], [0.1, 0.0, 0.0], [0.0, 0.0, 0.4], [-0.1, 0.0, 0.0], [0.0, 0.2, 0.1]], "de_lowest_kcal_mol": 0.0, "charge": 1, "homo_ha": -0.4395, "smiles": "CCCCCCCCCCCCCC[C@H]1[C@@H]([PH2]=S)[C@H]([PH2]=S)[N@@H+](CCCCCC)[C@@H]1[PH2]=O", "multiplicity": 1, "lumo_ha": -0.110}